Entry 1:
Density functional theory data (ωB97M-V/def2-TZVPD) for a structure of composition C8H20Be2N8O16Pb.

Structure (XYZ):
```
55
Properties=species:S:1:pos:R:3:forces:R:3
Be -9.212590 -9.840350 10.708160 0.53 2.28 -1.25
Be -8.125910 -10.668030 6.778460 1.10 2.37 -0.32
Pb -8.509590 -6.445880 4.605550 -0.18 -1.89 1.45
O -4.980910 -9.744050 9.708400 0.93 0.30 -0.56
C -6.209350 -10.033170 9.964020 -0.46 -1.26 1.56
O -6.526500 -10.447320 11.068440 -0.99 -0.31 3.09
O -7.121090 -9.923100 9.150740 -4.56 0.64 -5.52
H -4.649140 -9.994150 10.573830 1.69 0.08 0.41
O -10.494110 -6.894440 8.641290 1.07 -0.47 -0.74
C -9.836790 -7.719480 7.802030 0.36 -1.60 1.97
O -9.529590 -7.424070 6.682840 0.94 2.75 -4.91
O -9.536650 -8.829760 8.286480 0.59 -2.41 0.84
H -10.369290 -7.436930 9.423420 -0.77 -0.05 1.75
O -13.520070 -9.192540 11.367620 2.03 0.89 -0.26
C -12.266720 -9.255730 10.850860 -1.61 -4.73 -2.34
O -11.436190 -8.372570 10.988020 2.79 4.13 1.88
O -11.971480 -10.262250 10.174370 0.84 -1.03 0.22
H -13.318700 -8.400060 11.870630 -1.58 0.51 0.89
O -6.225860 -9.194060 3.258980 0.37 0.43 0.20
C -6.987450 -9.583740 4.229510 -1.35 -1.34 -0.51
O -7.286900 -10.797920 4.217700 -0.48 -1.25 2.51
O -7.480610 -8.804370 5.043930 -1.90 3.58 2.96
H -6.101800 -10.133950 3.107980 1.96 -0.88 -2.84
C -12.053140 -5.750170 13.327240 -1.28 2.71 -2.84
O -11.694270 -6.608150 14.101510 1.31 -3.49 3.13
N -12.058140 -5.804620 12.045220 0.19 -1.80 -2.41
N -12.487580 -4.607920 13.712030 -0.81 2.95 3.62
H -11.837830 -6.694490 11.621310 -0.13 -0.60 -1.12
H -12.388430 -4.970810 11.580710 0.26 -0.44 -0.83
H -12.395710 -4.368240 14.688860 -0.38 0.47 0.13
H -13.077210 -4.079160 13.085260 -0.26 0.24 0.53
C -8.244380 -6.457820 11.579740 -1.44 -1.64 1.56
O -8.468940 -7.592810 11.237500 -0.53 -5.30 -2.40
N -9.179770 -5.785160 12.140230 -4.57 4.03 1.83
N -7.094040 -5.940190 11.700040 3.62 1.05 -1.09
H -9.093410 -4.784980 12.250990 0.13 -0.09 0.24
H -10.114580 -6.098260 12.359760 1.09 -0.42 -0.86
H -7.097810 -4.950240 11.900280 1.40 -0.29 0.01
H -6.389310 -6.575480 11.353820 0.90 1.07 0.07
C -13.499890 -7.406060 6.334970 0.49 -0.25 0.19
O -14.348630 -7.940580 5.721190 -2.36 -1.26 -1.44
N -13.061690 -7.723040 7.534740 0.39 -2.23 4.18
N -12.745880 -6.421710 5.907190 2.31 3.76 -3.26
H -13.429810 -8.579290 7.923860 0.10 0.02 0.10
H -12.130800 -7.448510 7.814330 -0.83 -0.36 -0.13
H -13.035690 -5.979860 5.046440 -0.04 0.11 0.16
H -12.144430 -5.881430 6.512540 -0.56 0.03 -0.03
C -11.688320 -3.825310 8.653530 -1.88 5.12 -0.05
O -12.227110 -2.724010 8.473140 1.14 -1.22 0.09
N -10.421230 -4.113520 8.759400 3.99 -0.58 -0.25
N -12.393200 -4.889010 8.911870 -3.84 -2.98 0.97
H -10.320170 -5.113390 8.860180 1.33 0.74 0.21
H -9.682000 -3.444960 8.922730 -0.34 -0.09 -0.31
H -13.382120 -4.696030 8.981910 -0.08 -0.56 -0.40
H -12.025070 -5.825540 8.998340 -0.62 0.53 -0.06
```
Positions in Å, forces in eV/Å.

Summary:
Lowest unoccupied orbital energy (alpha / beta), eV: -12.7 / -13.3
Spin multiplicity: 2
Expectation value of S²: 0.756
Total energy, Ha: -2179.8382
Orbital gap (alpha / beta), eV: 3.605 / 2.967
Highest occupied orbital energy (alpha / beta), eV: -16.294 / -16.294
Charge: +3

Löwdin atomic charge list, values in e, 2 entries: number 1, Be, carries 1.22; number 2, Be, carries 1.32

---

Entry 2:
Density functional theory data (ωB97M-V/def2-TZVPD) for a structure of composition C8H20BrN2O10Sr.

Structure (XYZ):
```
42
Properties=species:S:1:pos:R:3:forces:R:3
Sr 0.393148 -1.159811 -0.489490 0.09 -1.45 -1.31
Br 0.706813 0.088113 -3.132558 -0.07 0.40 0.24
N 2.254570 -4.235908 -1.199554 -0.01 -0.24 0.96
O 2.000157 -4.862256 -0.154415 0.28 0.13 -0.62
O 2.777824 -4.747150 -2.184214 -0.11 0.00 0.15
O 1.997407 -2.984095 -1.212533 -0.25 0.74 0.02
N -1.362302 -4.060900 -1.881446 -0.49 -2.26 -0.51
O -1.268248 -2.835731 -1.623863 0.21 1.41 0.35
O -1.773376 -4.453803 -2.994015 0.24 0.95 0.53
O -1.084966 -4.899828 -1.011391 0.08 0.56 0.19
C 1.255988 0.465089 3.210645 1.03 -0.38 -0.06
O 1.021515 0.548490 1.808908 0.04 -0.09 0.55
C 1.919072 1.463576 1.178846 -1.02 -0.55 -1.12
C 3.156535 0.851906 0.569978 0.27 -0.21 0.54
O 2.789633 -0.146626 -0.379227 0.59 1.20 0.58
C 3.915082 -0.493139 -1.175122 0.56 0.31 -0.70
H 2.163566 -0.112988 3.422296 0.08 -0.05 -0.16
H 0.465554 -0.060510 3.739382 -0.39 0.31 -0.30
H 1.458385 1.464532 3.599275 -0.47 0.05 0.23
H 2.093437 2.347627 1.792846 0.25 -0.13 0.17
H 1.348650 1.785125 0.299278 0.03 0.31 0.05
H 3.885057 0.403456 1.253246 -0.20 0.00 0.41
H 3.672213 1.728286 0.159060 0.07 -0.24 -0.67
H 4.471758 0.388525 -1.517836 -0.49 0.37 0.02
H 3.550080 -0.988456 -2.069540 0.02 -0.44 0.27
H 4.684335 -1.036334 -0.620193 -0.47 -0.59 0.14
C -2.829720 -0.280546 0.667183 0.79 -1.92 0.77
O -1.894700 0.089686 -0.338765 -0.23 0.91 0.18
C -2.341680 1.179038 -1.126943 -0.65 0.61 -1.01
C -2.087178 2.604124 -0.605622 -0.12 -0.28 -0.29
O -2.494440 2.798706 0.725113 -0.17 0.05 0.91
C -3.882600 2.999176 0.922330 0.09 0.07 -0.85
H -3.076138 -1.342374 0.541282 -0.43 0.16 -0.69
H -3.735710 0.309512 0.735610 0.18 0.25 -0.11
H -2.307429 -0.373872 1.626889 -0.08 0.94 0.15
H -3.413423 1.061079 -1.320894 -0.16 -0.06 0.41
H -1.957199 1.106699 -2.146670 0.68 -0.19 0.24
H -2.631270 3.291838 -1.267597 -0.05 -0.10 -0.14
H -1.046009 2.924312 -0.664861 0.12 -0.40 0.09
H -4.156215 4.053682 0.824638 0.17 0.16 0.20
H -4.179327 2.626782 1.898810 0.11 -0.03 0.06
H -4.458866 2.494953 0.141117 -0.10 -0.25 0.15
```
Positions in Å, forces in eV/Å.

Summary:
Lowest unoccupied orbital energy, eV: 2.0
Spin multiplicity: 1
Relative energy (zero: lowest compared OMol25 entry of this formula, charge and spin), kJ/mol: 70.59
Total energy, Ha: -3783.3477
Orbital gap, eV: 6.894
Highest occupied orbital energy, eV: -4.922
Charge: -1

Löwdin atomic charge list, values in e, 2 entries: number 1, Sr, carries 1.29; number 2, Br, carries -0.28